Density functional theory data (ωB97M-V/def2-TZVPD) for C35H31N4O5PdTe as an isolated structure in a non-equilibrium geometry.

```
77
Properties=species:S:1:pos:R:3:forces:R:3
Pd 0.066 0.127 -0.273 5.8 1.8 -3.3
O 5.141 0.032 5.177 -0.6 0.0 0.0
N 3.918 0.057 5.085 0.3 0.0 0.2
O 3.176 0.076 6.056 0.3 0.0 -0.4
C 3.340 0.060 3.725 1.2 0.0 -0.9
C 4.256 0.004 2.691 -0.5 0.0 1.8
C 3.829 0.002 1.357 -0.2 0.0 -0.5
C 4.774 -0.051 0.322 0.4 0.0 -0.6
C 4.359 -0.052 -0.993 0.3 0.0 0.6
C 2.999 -0.001 -1.235 -1.0 0.0 0.2
N 2.079 0.048 -0.269 0.7 0.0 0.6
C 2.458 0.052 1.041 1.5 0.0 -0.8
C 1.507 0.110 2.101 -0.8 0.0 1.1
N 0.188 0.160 1.778 0.5 0.2 3.1
C -0.741 0.218 2.734 0.5 0.1 -1.3
C -0.434 0.229 4.075 0.9 -0.1 0.1
C 0.900 0.178 4.428 -0.3 0.0 0.6
C 1.933 0.115 3.462 -0.8 0.0 0.1
H 5.321 -0.037 2.898 -0.3 0.0 0.1
H 5.837 -0.091 0.538 -0.1 0.0 0.2
H 5.068 -0.092 -1.809 -0.1 0.0 0.0
H 2.604 0.001 -2.245 0.0 0.1 0.1
H -1.764 0.258 2.389 0.0 0.3 -0.1
H -1.211 0.277 4.827 0.1 0.0 0.0
H 1.101 0.190 5.491 0.3 0.0 -0.3
C 0.524 9.299 -0.438 0.0 0.3 0.0
C 0.448 7.797 -0.410 0.1 0.0 -0.1
C 1.237 7.026 -1.261 -0.4 -0.3 0.4
C 1.165 5.628 -1.234 -0.1 0.4 0.1
C 2.034 4.836 -2.171 0.2 0.1 -0.2
C 0.284 4.988 -0.336 0.1 -0.1 -0.2
Te 0.188 2.843 -0.308 0.1 1.5 0.3
C -0.514 5.771 0.527 0.2 0.1 -0.2
C -1.483 5.182 1.519 -0.3 -0.1 0.3
C -0.420 7.166 0.476 0.4 -0.4 -0.4
H 1.252 9.656 -1.187 -0.3 -0.1 0.3
H 0.833 9.675 0.553 -0.2 0.1 -0.4
H -0.466 9.718 -0.689 0.4 0.0 0.1
H 1.913 7.517 -1.952 0.0 0.0 -0.1
H 2.660 5.491 -2.803 -0.2 -0.1 0.3
H 1.405 4.221 -2.837 0.3 0.0 0.4
H 2.706 4.178 -1.593 -0.4 0.0 -0.3
H -1.510 4.084 1.510 0.1 0.4 -0.2
H -2.502 5.545 1.298 0.3 -0.1 0.2
H -1.205 5.502 2.539 -0.2 0.0 -0.3
H -1.033 7.769 1.138 -0.1 0.0 0.1
C -3.041 -2.625 -2.959 -1.2 0.7 -0.5
O -2.171 -3.659 -2.642 1.9 -1.3 0.5
C -2.392 -4.976 -2.833 -0.7 0.8 -0.4
C -3.578 -5.441 -3.417 0.2 -0.5 0.1
C -3.754 -6.799 -3.670 0.4 0.2 0.2
C -2.744 -7.703 -3.359 0.1 0.1 0.0
C -1.561 -7.255 -2.778 -0.4 0.4 0.0
C -1.380 -5.901 -2.479 -0.3 -0.2 -0.4
N -0.151 -5.484 -1.898 0.2 0.2 0.3
C -0.002 -4.550 -0.961 -1.9 1.3 1.6
C -1.095 -3.944 -0.178 1.7 -1.9 -1.2
C -2.202 -4.706 0.239 -1.4 0.0 0.5
C -3.220 -4.128 0.987 0.5 -1.3 -0.9
C -3.154 -2.780 1.326 1.1 1.1 -0.4
C -2.067 -2.009 0.916 -1.8 -1.0 1.4
C -1.030 -2.579 0.172 3.8 2.5 -1.5
O 0.014 -1.841 -0.275 -2.6 -5.9 0.7
H -2.567 -1.670 -2.680 0.0 -0.5 0.1
H -3.983 -2.728 -2.391 0.2 0.1 -0.3
H -3.243 -2.614 -4.046 -0.1 0.0 0.3
H -4.368 -4.757 -3.694 0.2 0.1 0.1
H -4.672 -7.147 -4.125 0.0 0.0 0.0
H -2.878 -8.756 -3.571 0.1 0.0 0.0
H -0.783 -7.970 -2.540 0.1 0.1 0.1
H 0.695 -5.919 -2.267 -0.4 0.2 0.2
H 1.005 -4.235 -0.708 0.0 0.1 -0.5
H -2.271 -5.760 0.002 0.1 0.0 0.0
H -4.064 -4.726 1.308 0.1 -0.1 0.0
H -3.950 -2.329 1.906 0.0 0.1 0.0
H -2.036 -0.975 1.175 0.1 0.2 -0.4
O -1.576 0.203 -0.251 -8.3 0.4 -0.2
```
Positions in Å, forces in eV/Å.

net charge	-1
2S+1	1
DFT total energy	-2343.15159	hartree
orbital gap (spin up / spin down)	3.4774 / 3.4667	eV